{"formula": "C55H44N8OPPbSe2Te", "method": "wB97M-V/def2-TZVPD", "homo_lumo_gap_ev": 6.89, "e_above_lowest_ev": 0.000, "energy_ha": -8239.8258, "total_charge": 3, "lumo_ev": -8.1152, "elements": ["Pb", "C", "C", "C", "C", "N", "C", "N", "C", "N", "C", "N", "C", "C", "C", "C", "C", "N", "C", "C", "C", "C", "C", "C", "H", "H", "H", "H", "H", "H", "H", "H", "H", "H", "H", "H", "Se", "Se", "C", "C", "C", "C", "C", "N", "C", "C", "C", "C", "C", "N", "H", "H", "H", "H", "H", "H", "H", "H", "O", "N", "C", "C", "C", "C", "C", "C", "C", "P", "C", "C", "C", "C", "C", "C", "C", "C", "C", "C", "C", "C", "H", "H", "H", "H", "H", "H", "H", "H", "H", "H", "H", "H", "H", "H", "H", "H", "C", "Te", "C", "C", "C", "C", "C", "C", "C", "H", "H", "H", "H", "H", "H", "H", "H"], "positions_angstrom": [[-0.70387, 0.43899, 1.93938], [-2.84636, 4.04895, 3.50063], [-2.11510, 5.19253, 3.20605], [-0.91815, 5.06099, 2.53377], [-0.45285, 3.79864, 2.16745], [-1.16350, 2.69692, 2.46399], [-2.33395, 2.83284, 3.10919], [0.75053, 3.80901, 1.46888], [1.53354, 2.84873, 1.18480], [1.39741, 1.46614, 1.45009], [2.43320, 0.83580, 0.88584], [2.56955, -0.48817, 0.75468], [2.42437, -1.43380, 1.68064], [2.86467, -1.38940, 3.01970], [2.84577, -2.53893, 3.76376], [2.37108, -3.74494, 3.21496], [1.89887, -3.73790, 1.93691], [1.90235, -2.59926, 1.20106], [3.36004, 1.78741, 0.27042], [4.59068, 1.61178, -0.33287], [5.24127, 2.75672, -0.78287], [4.66957, 4.01645, -0.62550], [3.43493, 4.18483, 0.00101], [2.79920, 3.04554, 0.44619], [-3.79191, 4.09503, 4.02062], [-2.47734, 6.17089, 3.49076], [-0.31574, 5.91648, 2.26737], [-2.87254, 1.91578, 3.31867], [3.27035, -0.46430, 3.40406], [3.22232, -2.52639, 4.77838], [2.38025, -4.66471, 3.77944], [1.52095, -4.63166, 1.46419], [5.03343, 0.63109, -0.44553], [6.20926, 2.67194, -1.25669], [5.20329, 4.88500, -0.98616], [3.00250, 5.16549, 0.14098], [-1.05246, -1.87611, 4.42051], [-3.16305, -1.25776, 5.18505], [-4.06265, -0.81185, 3.53832], [-5.44592, -0.95802, 3.54773], [-6.14260, -0.66998, 2.38760], [-5.43761, -0.27831, 1.25596], [-4.06549, -0.16376, 1.35203], [-3.38046, -0.40461, 2.47715], [-0.07010, -0.36525, 5.10142], [0.34324, -0.34535, 6.42282], [1.06471, 0.75085, 6.87612], [1.35492, 1.77699, 5.99033], [0.90864, 1.67252, 4.68525], [0.20907, 0.62243, 4.24507], [-5.95954, -1.30759, 4.43342], [-7.21907, -0.77227, 2.36099], [-5.94168, -0.07086, 0.32286], [-3.47522, 0.14435, 0.49259], [0.10064, -1.16829, 7.08030], [1.39440, 0.80000, 7.90562], [1.91508, 2.64720, 6.30073], [1.11656, 2.44983, 3.96251], [-1.14668, 3.33269, -1.13479], [-2.16448, 3.26006, -0.19358], [-3.16812, 2.59099, -0.59358], [-3.42928, 1.94632, -1.89821], [-4.67962, 2.23521, -2.44918], [-5.04028, 1.75576, -3.69627], [-4.15447, 0.96067, -4.40795], [-2.92925, 0.63065, -3.85352], [-2.54609, 1.10894, -2.60130], [-0.99398, 0.51090, -1.85119], [0.33304, 1.31823, -2.80933], [0.07959, 2.18512, -3.86891], [1.12801, 2.77581, -4.56082], [2.44192, 2.50642, -4.20983], [2.70714, 1.66453, -3.13883], [1.65734, 1.09151, -2.43748], [-1.01293, -1.17693, -2.62738], [-0.03014, -1.68282, -3.48745], [-0.19363, -2.92657, -4.10586], [-1.34280, -3.66263, -3.88646], [-2.31277, -3.18497, -3.00161], [-2.13886, -1.96991, -2.36243], [-0.52341, 3.97079, -0.75879], [-3.98859, 2.60901, 0.11861], [-5.36650, 2.86490, -1.89737], [-6.00727, 2.00226, -4.11130], [-4.42138, 0.58789, -5.38718], [-2.25921, -0.01732, -4.40626], [-0.93768, 2.40938, -4.15801], [0.91389, 3.44677, -5.38132], [3.25519, 2.95862, -4.76061], [3.72918, 1.46954, -2.84226], [1.88659, 0.48299, -1.56606], [0.81908, -1.06513, -3.75511], [0.56640, -3.28840, -4.78597], [-1.49241, -4.60423, -4.39744], [-3.21325, -3.75999, -2.82986], [-2.91092, -1.59926, -1.69721], [2.80446, -2.52023, -1.75312], [1.01503, -2.12805, -0.68741], [0.50782, -4.14724, -1.03582], [1.64450, -4.74917, -1.82397], [1.58660, -6.08015, -2.22912], [2.59856, -6.60900, -3.01044], [3.66882, -5.81201, -3.39970], [3.73062, -4.48838, -3.00213], [2.72058, -3.95514, -2.20525], [3.58759, -2.32746, -1.01751], [2.89594, -1.79531, -2.56208], [-0.43016, -4.13264, -1.59081], [0.30887, -4.63557, -0.08185], [0.74594, -6.69829, -1.94142], [2.55130, -7.64219, -3.32432], [4.45543, -6.22514, -4.01515], [4.56535, -3.87061, -3.30641]], "forces_ev_per_angstrom": [[0.078, -0.049, -0.163], [0.022, -0.031, -0.022], [0.006, -0.005, -0.007], [0.005, -0.021, 0.019], [-0.045, 0.085, 0.087], [0.075, -0.043, 0.125], [-0.024, 0.011, 0.056], [0.089, -0.061, -0.083], [-0.022, -0.041, -0.088], [0.099, -0.106, 0.072], [0.034, -0.023, -0.009], [-0.083, 0.481, 0.009], [-0.001, -0.034, 0.126], [-0.042, -0.021, 0.034], [-0.027, 0.042, 0.022], [-0.044, -0.022, -0.069], [-0.001, -0.114, 0.098], [-0.027, 0.241, -0.162], [0.050, 0.047, 0.041], [-0.014, 0.022, 0.051], [0.018, -0.011, 0.025], [-0.011, 0.020, -0.003], [-0.023, -0.049, 0.002], [0.059, 0.041, -0.015], [-0.009, 0.002, 0.005], [-0.008, 0.009, 0.003], [0.009, 0.013, 0.000], [-0.015, -0.002, 0.013], [0.006, 0.021, 0.008], [0.002, 0.001, 0.012], [0.001, -0.009, 0.007], [0.008, -0.007, -0.009], [0.013, -0.024, 0.001], [0.024, -0.001, -0.011], [0.012, 0.011, -0.005], [-0.010, 0.019, 0.009], [-0.061, -0.054, 0.072], [0.029, -0.001, -0.021], [-0.020, -0.056, 0.019], [0.010, -0.003, -0.016], [0.004, 0.008, -0.002], [0.015, -0.007, 0.015], [-0.025, 0.022, -0.047], [0.018, 0.052, 0.070], [0.053, -0.029, 0.006], [0.017, 0.009, 0.009], [-0.015, -0.011, -0.006], [-0.018, -0.014, -0.033], [0.066, 0.052, 0.041], [-0.101, -0.077, 0.040], [0.001, -0.007, 0.002], [-0.008, -0.001, -0.001], [0.002, 0.011, -0.022], [-0.008, -0.009, -0.024], [-0.001, 0.001, -0.004], [0.000, -0.003, -0.003], [0.004, 0.010, 0.000], [0.009, 0.020, -0.007], [0.007, -0.103, -0.011], [0.016, 0.122, -0.155], [0.009, -0.033, 0.058], [-0.010, 0.019, -0.220], [0.028, -0.009, -0.027], [0.005, -0.011, 0.008], [0.000, 0.005, -0.014], [-0.054, 0.079, -0.096], [-0.164, 0.142, 0.193], [0.118, 0.039, -0.097], [-0.012, 0.143, 0.015], [-0.014, -0.058, -0.063], [-0.037, -0.008, -0.015], [0.024, -0.026, 0.027], [0.011, -0.003, -0.089], [0.002, -0.034, 0.083], [-0.107, 0.038, 0.128], [0.033, 0.031, 0.048], [-0.016, 0.003, -0.014], [-0.004, -0.014, 0.014], [0.017, 0.014, -0.005], [0.101, -0.144, 0.014], [-0.050, -0.062, -0.011], [0.004, -0.050, 0.036], [-0.010, 0.017, 0.006], [-0.021, 0.014, -0.014], [-0.006, -0.005, -0.015], [-0.052, 0.063, -0.029], [-0.016, 0.011, 0.002], [-0.005, 0.014, -0.014], [0.013, 0.012, -0.006], [-0.031, 0.001, -0.027], [-0.041, -0.017, -0.081], [0.024, 0.042, -0.007], [0.000, -0.007, -0.016], [0.001, -0.010, -0.004], [-0.010, -0.013, 0.009], [-0.025, -0.004, -0.010], [-0.002, 0.022, 0.000], [0.155, -0.510, 0.224], [0.000, -0.029, 0.021], [-0.016, -0.016, -0.027], [0.025, 0.011, 0.010], [-0.009, -0.009, 0.004], [0.009, 0.007, -0.009], [-0.009, -0.018, 0.025], [-0.003, 0.007, 0.000], [0.011, 0.005, -0.044], [-0.037, 0.011, 0.003], [-0.012, 0.042, -0.030], [-0.036, -0.005, -0.036], [-0.023, -0.017, 0.014], [-0.001, -0.019, -0.004], [0.014, -0.005, -0.010], [0.026, 0.017, -0.005]], "mulliken_charge": [1.292, -0.971, -0.772, -0.707, -0.288, 1.143, -0.619, -0.250, -0.359, 0.778, -1.546, 0.103, 0.194, -0.770, -0.507, -1.000, -0.182, 0.332, 1.014, -0.360, -0.740, -0.835, -0.249, 0.165, 0.560, 0.463, 0.612, 0.478, 0.626, 0.530, 0.500, 0.420, 0.526, 0.514, 0.490, 0.624, 0.022, 0.052, 0.084, -0.664, -0.629, -0.952, -0.284, 0.377, 0.192, -0.944, -0.425, -1.099, -0.167, 0.600, 0.457, 0.460, 0.559, 0.474, 0.593, 0.470, 0.530, 0.303, -0.300, -0.221, -1.122, -0.113, -0.599, -0.944, -0.853, -0.180, 0.357, 2.781, 0.439, -0.568, -0.907, -1.242, -1.184, 0.949, -1.026, 0.622, -0.501, -0.821, -0.913, -0.570, 0.352, 0.553, 0.548, 0.465, 0.498, 0.547, 0.467, 0.494, 0.444, 0.666, -0.036, 0.591, 0.445, 0.439, 0.505, 0.524, -1.485, 0.609, -1.592, 1.077, -1.056, -0.761, -0.699, -1.122, 0.932, 0.951, 0.803, 0.410, 1.084, 0.544, 0.475, 0.462, 0.557]}